1.
A cluster of 4 separate species, C39H69ClF5N5O7 in total in a non-equilibrium geometry. Source: OMol25; level of theory: ωB97M-V/def2-TZVPD.

Values from the calculation:
**SMILES**: CCCCc1c(CCCCN)c(C[C@H](C)Cl)c2c(c1CCCCOC(C)=O)C(=O)N(C(F)(F)C(F)(F)F)C2=O.COC[C@@H](C)N.COC[C@@H](C)N.COC[C@@H](C)N
**HOMO-LUMO gap**: 8.8 eV

```
! RIJCOSX wB97M-V def2-TZVPD def2/J DEFGRID3
* xyz 0 1
H 5.64740 0.02228 -1.64673
H 0.72782 2.31839 1.56864
H -4.53058 2.08735 -9.72632
H 4.17385 -4.32442 -0.61813
H -2.99420 -1.41307 3.24786
C -1.62167 5.83421 4.38919
H 2.71989 3.41572 2.43784
H -4.33691 -1.79881 -6.62310
H -1.47870 6.84671 4.78886
O 3.97772 -5.44638 1.22116
C 2.69133 1.97920 0.84192
H 3.51344 1.30963 1.10119
C 3.02223 3.37160 1.39252
H 5.08424 -4.24269 -3.00213
H 2.71322 -4.84762 -2.26203
H -0.58956 3.56366 3.59451
C 4.15841 -3.90263 -3.46978
C -4.74938 3.12310 3.92307
H -2.85737 -2.57831 -8.25877
H -1.66555 0.20824 -7.97990
C 1.35863 -0.98736 0.86373
N -6.68655 0.18168 2.65732
C 4.50267 -2.63841 -4.21779
H 0.99710 -1.08457 4.15804
O 4.98825 -0.07226 -4.82381
H -5.51403 3.46458 3.22046
H -0.37450 6.13242 6.57051
H 5.15939 -2.89802 -5.04661
F 4.68882 -3.35849 4.31899
F 3.75470 -4.10954 6.11665
C -7.72856 1.80683 4.13855
H -3.30359 1.00550 -10.41238
H 0.35464 4.57020 6.10881
H -0.73693 -2.91578 3.21660
H 0.68039 0.69899 -0.32094
C -3.84110 1.27514 -9.49855
C 5.15948 -0.43972 -3.69896
C 2.69038 -3.38849 1.27032
H -4.84243 -0.02177 4.75176
H -3.12974 1.63525 -8.75129
C 1.90321 -2.83999 2.27095
H 2.61611 4.38978 -0.29568
C 3.28040 -4.66456 1.78461
C 0.88989 -1.26626 -3.78436
H -6.12999 -0.66688 2.60679
H 0.08914 -0.05990 3.08700
H -3.78735 -0.29559 -6.72067
C -0.19206 -2.26636 -4.25529
H 1.66676 1.13395 2.49790
H 2.23132 -3.22775 -2.63922
C 2.82354 -2.79133 0.00992
N 2.79394 -4.81564 3.10818
H 4.53023 -2.73929 -1.22268
H -1.02189 -2.31450 -3.55496
H 0.89731 6.87229 4.03586
H 4.41307 1.04497 -2.40705
C -4.04275 -1.08970 -9.20185
H -7.51149 2.57033 3.39162
H -0.60474 -1.98952 -5.22017
F 2.72180 -6.09812 4.97836
O -1.59096 4.88352 5.43403
H -1.32960 -0.84609 -9.35917
C 0.68546 0.35714 0.70174
H -6.14639 0.86809 2.13746
H 0.70825 -0.34675 -4.33191
N -3.48651 -1.26493 -6.77792
H -7.69669 2.27305 5.12523
C 0.79274 -0.99862 -2.27025
C 0.38366 -1.08427 3.26302
C 4.39496 -4.45018 5.02027
H -4.88248 -1.78706 -9.14359
F 4.38428 -6.35807 3.62821
O 1.41572 -3.59829 4.51056
H 2.58684 2.05354 -0.23863
C 3.71497 -3.43684 -1.02195
O -4.53589 1.72815 3.82665
C -0.57236 5.07040 6.39897
C 1.95651 -3.72161 3.46093
H -8.74726 1.46388 3.96072
C -6.75827 0.63326 4.05003
H 2.93661 -1.26940 -2.15496
O 5.21469 -1.72990 -3.35087
H -2.63894 5.78838 3.98931
O -4.60828 0.19130 -9.01050
C 5.34604 0.51350 -2.56598
Cl -1.31912 -1.84839 5.23674
H -0.95556 6.19217 2.40559
H -5.03015 3.41600 4.93855
H 1.37821 5.92794 2.62312
N -0.71447 4.16122 2.78074
C -2.08416 -1.34831 2.66176
H 1.35800 4.27154 0.71144
H 1.84929 -1.68662 -4.05488
C -5.37300 0.92780 4.64046
H -1.65949 3.95817 2.46551
C 0.80839 5.89776 3.55188
C 1.21577 -1.63508 2.12096
C -3.00966 -1.50088 -8.14388
C 2.15874 -0.86504 -1.52361
C 3.55794 -5.45680 4.14046
H -5.45530 1.36589 5.64377
H 3.65311 -2.12778 -4.66012
H 3.91899 -4.65912 -4.21318
H -3.81066 3.61654 3.66941
H -1.92599 -0.33056 2.32994
F 5.53604 -5.03239 5.37769
H 0.19675 -0.10048 -2.14800
H 4.09407 3.55564 1.37531
C 1.40466 1.46629 1.49923
C 2.11608 -1.57875 -0.18736
H 0.23758 -3.26261 -4.33314
H -0.34225 0.30178 1.04173
C -0.64489 5.55590 3.23988
H 0.24076 -1.82146 -1.82197
C -0.91403 -1.88459 3.49373
H 2.32686 0.18704 -1.33427
H -0.89808 -1.34832 -7.72406
C -1.65117 -0.82840 -8.31615
C 3.09043 -3.83098 -2.37383
H -7.18027 -0.18499 4.64099
N 2.35459 4.47693 0.68125
H 1.27758 5.15346 4.19645
H -3.62446 -1.17330 -10.21384
H 6.09079 1.25051 -2.84549
H -2.22904 -2.00261 1.80480
H -0.91908 4.62445 7.33045
*
```

These are the Löwdin partial charges, in e, on atoms 1 to 4: number 1, H, carries 0.087; number 2, H, carries 0.086; number 3, H, carries 0.087; number 4, H, carries 0.100

=====

2.
A cluster of 2 separate species, C7H13N3O4 in total in a non-equilibrium geometry. Source: OMol25; level of theory: ωB97M-V/def2-TZVPD.

Values from the calculation:
**Relative energy (zero: lowest compared OMol25 entry of this formula, charge and spin)**: 6.383 eV
**HOMO-LUMO gap**: 8.9 eV

```
! RIJCOSX wB97M-V def2-TZVPD def2/J DEFGRID3
* xyz 0 1
H -3.31279 0.31890 2.16901
H -3.76011 -0.02693 -0.99664
N -0.03970 1.14891 -1.07456
H 4.21381 -1.12388 -1.59443
H 0.40667 -1.73070 0.15218
C 3.01691 1.06988 0.48227
O 2.31354 -0.91308 -0.67414
O 1.40790 -0.30666 1.28933
H -4.61078 1.18553 1.30534
H -4.79180 -0.62770 1.60047
H 1.49221 -2.37335 1.48888
N 0.04095 2.26925 -0.66664
H -0.18428 -1.50766 1.73961
C -1.19390 0.29487 -0.95636
C 2.23061 0.02033 0.28623
H 3.78107 1.45960 -0.13517
C 0.78551 -1.60220 1.14306
O -1.28837 -0.63204 -1.62506
H 2.63055 1.69865 1.39896
O -2.09409 0.64346 -0.02693
H 3.12872 0.40600 -1.99018
H 2.75042 -1.30424 -2.58116
C 3.22501 -0.70515 -1.81250
H -2.89917 -1.15107 0.12306
N 0.11476 3.38731 -0.47049
C -3.26873 -0.12542 0.06874
C -4.09494 0.22741 1.35711
*
```

These are the natural (NBO) partial charges, in e, on atoms 1 to 4: number 1, H, carries 0.224; number 2, H, carries 0.190; number 3, N, carries -0.397; number 4, H, carries 0.194

=====

3.
The molecule C5H8O2. Source: OMol25; level of theory: ωB97M-V/def2-TZVPD.

Values from the calculation:
**Relative energy (zero: lowest compared OMol25 entry of this formula, charge and spin)**: 2.219 eV
**SMILES**: C1CO[C@@H]2C[C@@H]2O1
**HOMO-LUMO gap**: 10.3 eV

```
! RIJCOSX wB97M-V def2-TZVPD def2/J DEFGRID3
* xyz 0 1
O -0.42060 1.33424 0.49250
C 0.49051 -0.79471 1.52913
C 1.09939 -0.63549 0.16179
H -1.14908 -0.47127 -2.24286
C 0.69247 0.59181 0.94093
C -0.78396 1.09620 -0.85901
C -0.88738 -0.38363 -1.17914
H -0.53273 -1.15587 1.52174
H 1.42139 1.25145 1.42128
H -1.69543 -0.86154 -0.59756
O 0.35747 -1.03517 -0.97593
H 1.07327 -1.15196 2.38049
H -0.05965 1.54846 -1.55685
H -1.76667 1.55530 -1.02230
H 2.15086 -0.86460 -0.01650
*
```

These are the natural (NBO) partial charges, in e, on atoms 1 to 4: number 1, O, carries -0.514; number 2, C, carries -0.487; number 3, C, carries 0.064; number 4, H, carries 0.196